1.
A molecular structure, C10H15BClHoO2Sm in a non-equilibrium geometry. Source: OMol25; level of theory: ωB97M-V with the def2-TZVPD basis set.

Computed properties:
2S+1   10
Maximum force   19.93 eV/Å
Lowest unoccupied orbital energy (spin up / spin down)   0.10080 / 0.10080 Eh
Net charge   -1

Structure (XYZ):
```
31
C10H15BClHoO2Sm | OMol25 | ωB97M-V with the def2-TZVPD basis set
Ho 0.55690 0.20340 -2.67920
Sm 0.00000 0.00000 0.00000
Cl 1.07110 -1.18190 -1.33850
O 1.36800 0.84720 3.06920
O 1.07150 -1.49460 3.02160
C 1.09360 -1.02290 4.27810
C -0.40390 -0.91040 -4.00050
C -1.52110 -0.91920 1.06710
C 2.25260 1.16380 -3.01310
C -0.60650 1.06590 -1.55290
C 0.93560 -1.75680 5.45350
C 1.26210 0.34160 4.30480
C 1.27720 1.05460 5.50130
C 1.11330 0.34000 6.70050
C 0.94510 -1.06120 6.67640
B 1.25480 -0.31040 2.21220
H 0.81540 -1.60240 7.60460
H 1.39590 2.13090 5.50710
H -0.34970 -0.46590 -5.01810
H -2.49640 -0.50170 0.73320
H 0.02420 -1.93240 -4.07090
H -1.67520 1.02530 -1.85880
H -0.27890 2.10900 -1.34840
H 2.38850 2.02070 -2.32000
H -1.48040 -1.01920 -3.75120
H 2.28700 1.57330 -4.04600
H -1.51580 -2.01660 0.89530
H -1.38780 -0.71490 2.15200
H 1.11150 0.86730 7.64490
H 3.13530 0.50060 -2.89770
H 0.79360 -2.82870 5.42450
```



2.
2 unconnected molecules or ions with the total composition C10H15BF2N2O3 in a non-equilibrium geometry. Source: OMol25; level of theory: ωB97M-V with the def2-TZVPD basis set.

Computed properties:
2S+1   1
Maximum force   5.85 eV/Å
Lowest unoccupied orbital energy   -0.06048 Eh

Structure (XYZ):
```
33
C10H15BF2N2O3 | OMol25 | ωB97M-V with the def2-TZVPD basis set
F 0.28862 4.54394 -2.18132
F -1.67998 -2.23620 3.88554
O -2.04308 0.93775 0.34124
O 1.84938 -2.04081 0.32996
O 0.31211 -1.29593 1.98858
N 2.25367 3.32261 -0.04891
N -1.33252 0.15117 -1.93278
C 1.55662 0.42803 0.55093
C 0.97057 2.81027 -0.46459
C -0.48052 -2.51349 1.73848
C 2.96100 1.00742 0.96998
C 3.22941 2.50835 0.64338
C 0.49663 1.32232 -0.20322
C -1.90159 -2.44826 2.46626
C -2.37101 -0.93121 -1.70012
C 1.26276 -1.10637 0.93132
C -0.16137 -0.46494 -2.63399
B -0.96945 0.76897 -0.63426
H 2.49075 4.31712 -0.22547
H -2.07821 -1.63585 -0.83304
H 0.14029 -3.42942 2.03473
H -2.50705 -3.43046 2.38825
H 0.26956 3.57121 -1.02264
H 0.56617 0.29923 -3.08278
H 0.38708 -1.26446 -2.00064
H -1.72545 0.72754 1.24685
H -2.56992 -1.60413 2.04115
H -3.40014 -0.46583 -1.46827
H 4.23254 2.98037 0.95794
H -0.68747 -2.58364 0.60399
H -0.59747 -1.05269 -3.53459
H 3.77320 0.38442 1.49156
H -2.53513 -1.57703 -2.64349
```



3.
A molecular structure, C10H15BInNO10 in a non-equilibrium geometry. Source: OMol25; level of theory: ωB97M-V with the def2-TZVPD basis set.

Computed properties:
2S+1   1
Energy relative to the best compared isomer or geometry (same formula, charge and spin)   0.496 eV
Maximum force   3.18 eV/Å
Lowest unoccupied orbital energy   -0.49775 Eh
Net charge   +2

Structure (XYZ):
```
38
C10H15BInNO10 | OMol25 | ωB97M-V with the def2-TZVPD basis set
In 0.55889 -8.74731 -24.88617
O 0.39475 -6.17779 -23.57304
O -0.89471 -3.54224 -22.93723
O 5.23078 -3.63450 -20.48489
O 3.15781 -3.83353 -21.29351
O 1.21708 -3.02875 -22.50712
O 2.23812 -4.91884 -23.33864
O -0.72523 -6.17991 -25.98331
O -1.44260 -10.86853 -24.90502
O 5.72121 -2.60741 -23.18387
O 3.50976 -2.82882 -23.36245
N -2.29171 -8.18795 -24.82150
C -1.89657 -5.80130 -25.31289
C -2.96875 -9.21413 -24.03119
C 0.26668 -3.79993 -22.95426
C -2.41867 -6.84337 -24.31289
C -0.39531 -5.36385 -27.10822
C 4.68918 -2.97703 -22.78375
C -1.36323 -12.22226 -25.39959
C 4.41929 -3.56334 -21.33748
C 0.94562 -5.14125 -23.36900
C -2.83087 -10.58382 -24.66837
B 2.53526 -3.65577 -22.63748
H -2.71506 -5.65304 -26.02913
H -1.92162 -12.37178 -26.31917
H -1.73397 -4.88031 -24.72854
H -2.59718 -9.26586 -23.00783
H -1.96033 -6.69785 -23.33504
H -2.66769 -8.23422 -25.76990
H -3.33344 -10.54047 -25.64210
H -1.76534 -12.88469 -24.62608
H -1.28311 -4.93854 -27.57994
H -3.22475 -11.39076 -24.05344
H -4.04714 -9.00928 -24.04880
H -0.32837 -12.55620 -25.43055
H 0.17326 -4.47828 -26.79667
H 0.21025 -5.99035 -27.75399
H -3.47912 -6.56499 -24.20346
```



For each record above, in turn, the calculated energy values are -2631.06119, -949.68943, -1411.51240 Ha.